55
Properties=species:S:1:pos:R:3 method="wB97M-V/def2-TZVPD" lumo_ha=0.0271 orbital_gap_ev=9.63 homo_energy_ev=-8.9 energy_ev=-31927.038 smiles="CCO[C@H]1OC(C(=O)NCc2ccccc2)=C[C@@H](C2CC2)[C@@H]1CCCO" e_above_lowest_kj_mol=245.36 molar_mass_g_mol=359.466
O -0.58452 -2.58344 2.63857
O 0.40537 0.68757 -2.04645
O -0.13086 -0.58540 -0.24492
O 2.64038 3.69169 -2.88222
N -1.78972 -2.34237 0.73646
C 3.85260 -0.69351 1.12388
C 0.26724 -1.15941 0.93396
C 3.06395 1.23603 -1.21923
C -6.57718 -0.92683 1.20216
C 1.43142 -0.91619 1.53384
C -0.90200 1.15592 -2.33895
C 5.07423 0.14472 1.35345
C 2.93369 2.66600 -0.67613
C 0.68113 0.48870 -0.70987
C -4.22239 -1.06739 1.63613
C 4.50134 -0.66633 2.47494
C -0.91967 1.62364 -3.78462
C 2.09617 3.56333 -1.59126
C 2.49456 -0.04508 0.93532
C 2.17560 0.17963 -0.55123
C -5.40322 -0.34779 1.65417
C -0.73302 -2.09229 1.53535
C -4.19969 -2.37318 1.16143
C -2.91022 -3.15258 1.14625
C -5.38031 -2.94615 0.70872
C -6.56364 -2.22878 0.73252
H -5.40882 0.66687 2.02465
H -0.68615 0.79198 -4.44269
H -1.15517 1.98434 -1.65905
H 5.03759 -1.54156 2.80702
H 6.00740 -0.17133 0.91214
H -7.49960 -0.36549 1.21728
H -2.67089 -3.50787 2.15536
H -3.00454 -4.02155 0.48486
H -1.63287 0.35223 -2.18054
H -3.30792 -0.61920 1.99718
H -0.17161 2.39818 -3.93139
H 1.98214 4.55534 -1.12583
H -5.37353 -3.96171 0.33889
H 4.09481 0.89642 -1.11277
H -7.47640 -2.68643 0.38028
H 1.10658 3.13312 -1.74223
H 2.48171 2.67545 0.31610
H -1.83692 -1.86364 -0.14967
H -1.90117 2.01589 -4.03539
H 1.63205 -1.40448 2.47333
H 3.97829 -1.59863 0.54185
H 3.92923 3.11051 -0.58365
H 3.55382 3.98987 -2.80475
H 3.99345 -0.14297 3.27054
H 0.40492 1.38363 -0.11112
H 2.50181 0.91511 1.46632
H 4.95631 1.21693 1.39577
H 2.33961 -0.76560 -1.08112
H 2.82461 1.25408 -2.28363